Entry 1:
{"formula": "CH2FNO2", "method": "ωB97M-V with the def2-TZVPD basis set", "elements": ["O", "N", "O", "C", "F", "H", "H"], "xyz": [[1.6804, 0.5256, -0.3390], [0.5910, 0.1122, -0.6595], [0.0820, -0.1411, -1.6967], [-0.4232, -0.1977, 0.4283], [-1.0802, 1.0184, 0.6825], [-1.1170, -1.0481, 0.2164], [0.2669, -0.2693, 1.3680]], "forces_ev_per_a": [[-0.2, 0.0, -0.8], [-1.6, -0.8, 2.8], [0.6, 0.2, -3.4], [1.9, 1.7, 4.0], [0.0, -1.3, -0.8], [0.8, 1.0, -0.2], [-1.5, -0.7, -1.5]], "lumo_energy_ev": -0.1, "homo_ev": -11.47, "multiplicity": 1, "smiles": "O=[N+]([O-])CF", "de_lowest_ev": 2.055, "energy_ev": -9368.1435}

---

Entry 2:
{"formula": "C51H21Cl2F20GeN5O3RuS2", "method": "ωB97M-V with the def2-TZVPD basis set", "elements": ["Ru", "N", "C", "S", "N", "N", "C", "C", "C", "C", "C", "C", "C", "C", "C", "C", "C", "C", "N", "H", "H", "H", "H", "H", "H", "H", "H", "H", "H", "H", "F", "C", "C", "C", "F", "C", "F", "C", "F", "C", "F", "Ge", "S", "C", "C", "F", "C", "F", "C", "F", "C", "F", "C", "F", "C", "C", "F", "C", "F", "C", "F", "C", "F", "C", "F", "F", "C", "C", "F", "C", "F", "C", "O", "C", "F", "C", "F", "Cl", "C", "C", "C", "C", "C", "Cl", "C", "N", "C", "C", "C", "C", "C", "C", "C", "C", "O", "O", "H", "H", "H", "H", "H", "H", "H", "H", "H", "H"], "xyz": [[0.1613, 1.1328, 0.2971], [0.8005, -2.8183, -1.5824], [0.3901, -1.6056, -1.1055], [1.3604, -0.8605, 0.1739], [-0.6429, -1.0249, -1.5885], [-0.9263, 0.1963, -1.1181], [-2.0826, 0.8129, -1.5170], [-3.0725, 0.1443, -2.3657], [-3.4345, -1.1847, -2.1225], [-4.4232, -1.7934, -2.8737], [-5.0780, -1.0932, -3.8775], [-4.7153, 0.2192, -4.1391], [-3.7159, 0.8297, -3.4017], [-2.2764, 2.1103, -0.9978], [-3.4526, 2.8878, -1.1374], [-3.5358, 4.1152, -0.5391], [-2.4558, 4.5939, 0.2220], [-1.3543, 3.7848, 0.3697], [-1.2525, 2.5920, -0.2140], [1.4621, -3.3189, -1.0143], [0.0896, -3.3749, -2.0279], [-2.9599, -1.7204, -1.3156], [-4.7023, -2.8163, -2.6577], [-5.8652, -1.5683, -4.4479], [-5.2203, 0.7783, -4.9158], [-3.4146, 1.8389, -3.6491], [-4.2873, 2.4879, -1.6899], [-4.4339, 4.7096, -0.6384], [-2.4932, 5.5552, 0.7107], [-0.5176, 4.0881, 0.9838], [-0.8933, -2.8687, 1.1134], [-0.1518, -3.2255, 2.1744], [-0.2931, -2.4958, 3.3413], [0.3939, -2.9585, 4.4504], [0.2625, -2.3540, 5.6337], [1.1978, -4.0872, 4.3951], [1.8151, -4.5328, 5.4929], [1.3397, -4.7762, 3.2027], [2.0934, -5.8724, 3.1469], [0.6605, -4.3386, 2.0766], [0.7696, -5.0127, 0.9247], [-1.7079, -1.0579, 3.3020], [-1.9080, 0.5827, 1.9683], [-3.2266, -2.3797, 3.2560], [-4.0448, -2.5697, 2.1559], [-3.8141, -1.8867, 1.0327], [-5.0963, -3.4729, 2.1644], [-5.8557, -3.6473, 1.0778], [-5.3562, -4.2076, 3.3090], [-6.3714, -5.0709, 3.3360], [-4.5453, -4.0534, 4.4226], [-4.7811, -4.7772, 5.5218], [-3.4926, -3.1594, 4.3683], [-2.6830, -3.0589, 5.4350], [-1.7050, -0.2431, 5.1249], [-2.8216, -0.0669, 5.9164], [-4.0038, -0.5544, 5.5068], [-2.7651, 0.5978, 7.1299], [-3.8554, 0.7281, 7.8941], [-1.5601, 1.1311, 7.5555], [-1.4876, 1.7578, 8.7302], [-0.4321, 1.0190, 6.7569], [0.7218, 1.5549, 7.1621], [-0.5274, 0.3437, 5.5543], [0.5556, 0.2273, 4.7749], [5.1424, 5.5778, 2.5361], [4.1270, 4.7162, 2.3908], [2.8584, 5.0451, 2.8326], [2.6336, 6.2319, 3.4119], [1.8171, 4.1532, 2.6705], [0.5921, 4.5068, 3.0977], [1.9770, 2.9073, 2.0381], [0.9795, 2.0864, 1.8876], [3.2921, 2.6059, 1.6219], [3.4929, 1.4097, 1.0703], [4.3430, 3.4783, 1.8012], [5.5806, 3.1501, 1.4229], [4.2159, -1.6276, -2.6541], [5.2604, -1.1174, -3.9243], [6.3813, -1.8642, -4.2493], [7.2301, -1.4283, -5.2517], [6.9722, -0.2494, -5.9284], [5.8528, 0.4942, -5.5915], [5.5326, 1.9729, -6.4231], [4.9663, 0.0773, -4.5935], [3.8525, 0.8743, -4.2800], [2.5477, 0.4880, -4.5236], [2.2475, -0.6563, -5.2728], [0.9379, -0.9912, -5.5575], [-0.0998, -0.1735, -5.1372], [0.1901, 0.9800, -4.4272], [1.4916, 1.3344, -4.1018], [1.7760, 2.6214, -3.3902], [2.4230, 2.4199, -1.9509], [3.6492, 2.2510, -1.9527], [1.6560, 2.5361, -0.9488], [6.5858, -2.7752, -3.7052], [8.1026, -2.0124, -5.5105], [7.6278, 0.1014, -6.7121], [3.9767, 1.5064, -3.4698], [3.0574, -1.2791, -5.6299], [0.7211, -1.8899, -6.1217], [-1.1263, -0.4192, -5.3727], [-0.6120, 1.6457, -4.1332], [0.8601, 3.1926, -3.2422], [2.5063, 3.2074, -3.9542]], "forces_ev_per_a": [[1.0, 0.4, 0.6], [0.2, -0.1, 0.0], [-0.1, 0.7, 0.2], [-0.2, 0.5, -0.1], [0.0, -0.8, -0.6], [0.4, 0.5, 0.5], [0.0, 0.2, -0.1], [-0.1, -0.1, -0.1], [-0.1, 0.1, 0.1], [-0.1, 0.0, 0.0], [0.0, 0.0, 0.0], [-0.1, 0.0, -0.1], [0.2, -0.1, 0.0], [0.0, -0.2, -0.1], [0.0, 0.1, 0.0], [0.1, -0.1, 0.0], [0.0, 0.0, 0.0], [0.1, 0.4, 0.1], [-0.3, -0.3, 0.0], [-0.1, -0.1, 0.0], [0.0, 0.0, 0.0], [0.0, 0.0, 0.0], [0.0, 0.0, 0.0], [0.0, 0.0, 0.0], [0.0, 0.0, -0.1], [0.0, 0.0, 0.0], [0.0, 0.0, 0.0], [0.0, 0.0, 0.0], [0.1, 0.0, 0.0], [0.0, -0.1, 0.0], [0.1, -0.2, -0.1], [-0.1, 0.1, 0.2], [-0.1, 0.4, -0.2], [-0.1, 0.0, -0.2], [0.1, -0.1, 0.1], [0.0, 0.0, 0.1], [0.0, 0.0, 0.0], [-0.1, 0.1, 0.0], [0.0, 0.0, 0.0], [0.0, 0.0, 0.0], [0.0, 0.0, 0.0], [-0.1, -0.6, 0.7], [0.2, 0.0, -0.2], [0.0, 0.3, 0.0], [0.2, 0.1, 0.2], [-0.2, -0.1, -0.1], [0.0, 0.0, 0.0], [0.0, 0.0, 0.0], [0.1, 0.1, 0.0], [0.0, 0.0, 0.0], [0.0, 0.0, 0.0], [0.0, 0.0, 0.0], [0.1, 0.1, -0.3], [-0.1, -0.1, 0.1], [0.0, 0.1, -0.3], [0.2, -0.1, -0.1], [-0.1, 0.1, 0.2], [0.0, 0.0, 0.0], [0.0, 0.0, 0.0], [0.0, -0.1, -0.1], [0.0, 0.0, 0.0], [0.1, 0.0, 0.0], [0.0, 0.0, 0.0], [-0.3, -0.2, -0.1], [0.1, 0.2, 0.2], [0.0, 0.0, 0.0], [-0.1, -0.1, 0.0], [0.1, 0.0, 0.0], [0.0, 0.0, 0.0], [-0.3, -0.4, -0.2], [0.0, 0.1, 0.0], [1.3, 0.9, 0.1], [-1.0, -1.0, -0.9], [-0.7, -0.3, 0.0], [0.2, 0.1, 0.1], [0.1, 0.1, 0.0], [-0.1, 0.0, 0.0], [0.0, -0.1, 0.1], [0.1, 0.3, -0.2], [-0.1, -0.1, 0.1], [0.0, 0.0, -0.1], [0.0, 0.1, 0.0], [0.0, -0.3, 0.2], [0.0, 0.1, -0.1], [-0.3, 0.1, -0.1], [0.3, 0.2, 0.3], [-0.4, 0.0, -0.3], [0.2, 0.2, 0.2], [-0.2, 0.1, 0.0], [-0.1, -0.1, -0.1], [0.2, 0.0, 0.1], [0.2, -0.3, -0.1], [0.3, -0.1, 1.2], [-0.1, 0.4, -1.4], [-0.1, -0.1, 0.6], [-0.5, -0.4, 0.5], [0.0, 0.0, 0.0], [0.0, 0.0, 0.0], [0.0, 0.0, 0.0], [0.0, -0.1, -0.1], [0.0, -0.1, 0.0], [0.0, 0.0, 0.0], [-0.1, 0.0, 0.0], [-0.1, 0.0, 0.1], [0.0, 0.0, -0.2], [-0.1, 0.1, 0.0]], "lumo_energy_ev": [1.6, -0.3], "homo_ev": [-4.23, -5.35], "multiplicity": 6, "energy_ev": -226983.3838, "charge": -1}

---

Entry 3:
{"formula": "C28H23CoIN5O", "method": "ωB97M-V with the def2-TZVPD basis set", "elements": ["Co", "C", "C", "O", "N", "C", "C", "C", "C", "C", "C", "N", "H", "H", "H", "H", "H", "H", "H", "H", "H", "H", "I", "C", "C", "C", "C", "C", "C", "C", "C", "C", "C", "H", "H", "H", "H", "H", "H", "N", "C", "C", "C", "C", "C", "C", "C", "N", "C", "C", "N", "C", "H", "H", "H", "H", "H", "H", "H"], "xyz": [[-0.4463, -0.1514, -1.3829], [3.7572, 0.6590, -1.5446], [2.3289, 0.6907, -1.9787], [1.4680, 0.1218, -1.2668], [2.0226, 1.3141, -3.1124], [0.6564, 1.4664, -3.5990], [-0.1384, 2.4261, -2.7449], [-0.2647, 3.7652, -3.0640], [-0.9867, 4.5940, -2.2173], [-1.5647, 4.0524, -1.0794], [-1.3990, 2.7035, -0.8293], [-0.6925, 1.9049, -1.6388], [4.0544, -0.3774, -1.3878], [3.8457, 1.1751, -0.5885], [4.4262, 1.1232, -2.2649], [2.7724, 1.7274, -3.6444], [0.1724, 0.4800, -3.6337], [0.7026, 1.8154, -4.6278], [0.1874, 4.1513, -3.9677], [-1.1028, 5.6446, -2.4472], [-2.1464, 4.6580, -0.3994], [-1.8476, 2.2352, 0.0382], [-2.8648, -0.3965, -2.0004], [-2.7018, -2.4834, -1.9308], [-3.7883, -3.2812, -2.1238], [-3.5855, -4.6771, -2.1310], [-2.3267, -5.1823, -1.9653], [-1.2082, -4.3375, -1.7638], [0.0934, -4.8710, -1.6037], [1.1564, -4.0412, -1.4070], [0.9696, -2.6426, -1.3324], [-0.2653, -2.0658, -1.5095], [-1.3836, -2.9296, -1.7311], [-4.7774, -2.8725, -2.2790], [-4.4310, -5.3335, -2.2808], [-2.1627, -6.2521, -1.9893], [0.2251, -5.9450, -1.6350], [2.1523, -4.4444, -1.2838], [1.8345, -2.0403, -1.1025], [2.3620, 3.2751, 8.0724], [1.9242, 2.7542, 7.1483], [1.3840, 2.1020, 5.9848], [0.0310, 1.7777, 5.9334], [-0.4886, 1.1614, 4.8083], [0.3565, 0.8648, 3.7516], [1.7081, 1.1672, 3.7959], [2.2224, 1.7965, 4.9154], [-0.1824, 0.2258, 2.5845], [-1.0652, -0.8315, 2.5678], [-1.3169, -1.1052, 1.2648], [-0.6074, -0.2122, 0.4892], [0.0734, 0.5684, 1.3159], [-0.6116, 2.0181, 6.7687], [-1.5445, 0.9321, 4.7532], [2.3629, 0.8855, 2.9814], [3.2747, 2.0368, 4.9738], [-1.4040, -1.3094, 3.4697], [-1.9428, -1.8691, 0.8387], [0.7230, 1.3781, 1.0330]], "forces_ev_per_a": [[0.1, 0.0, -0.1], [0.0, 0.0, 0.0], [0.0, 0.0, -0.1], [0.1, 0.1, 0.1], [0.0, 0.0, 0.0], [0.0, 0.0, 0.0], [0.0, 0.0, 0.0], [0.0, 0.0, 0.0], [0.0, 0.0, 0.0], [0.0, 0.0, 0.0], [0.0, 0.0, 0.0], [0.0, -0.1, 0.1], [0.0, 0.0, 0.0], [0.0, 0.0, 0.0], [0.0, 0.0, 0.0], [0.0, 0.0, 0.0], [0.0, 0.0, 0.0], [0.0, 0.0, 0.0], [0.0, 0.0, 0.0], [0.0, 0.0, 0.0], [0.0, 0.0, 0.0], [0.0, 0.0, 0.0], [-0.1, -0.2, 0.0], [-0.1, 0.2, 0.0], [0.0, -0.1, 0.0], [0.0, 0.0, 0.0], [0.0, 0.0, 0.0], [0.0, -0.1, 0.0], [0.0, 0.0, 0.0], [0.0, 0.0, 0.0], [0.0, 0.0, 0.0], [0.0, 0.1, 0.0], [0.0, 0.0, 0.0], [0.0, 0.0, 0.0], [0.0, 0.0, 0.0], [0.0, 0.0, 0.0], [0.0, 0.0, 0.0], [0.0, 0.0, 0.0], [0.0, 0.0, 0.0], [0.0, 0.0, 0.0], [0.0, 0.0, 0.0], [0.0, 0.0, 0.0], [0.0, 0.0, 0.0], [0.0, 0.0, 0.0], [0.0, 0.0, 0.0], [0.0, 0.0, 0.0], [0.0, 0.0, 0.0], [0.0, 0.0, 0.0], [0.0, 0.0, 0.0], [-0.1, 0.1, 0.0], [0.1, 0.0, 0.1], [0.0, 0.0, 0.0], [0.0, 0.0, 0.0], [0.0, 0.0, 0.0], [0.0, 0.0, 0.0], [0.0, 0.0, 0.0], [0.0, 0.0, 0.0], [0.0, 0.0, 0.0], [0.0, 0.0, 0.0]], "lumo_energy_ev": [-7.2, -7.1], "homo_ev": [-13.75, -13.69], "multiplicity": 1, "energy_ev": -84621.1731, "charge": 2}

---

Entry 4:
{"formula": "C3H4FNS", "method": "ωB97M-V with the def2-TZVPD basis set", "elements": ["C", "C", "C", "N", "F", "S", "H", "H", "H", "H"], "xyz": [[-0.0346, 0.9886, 0.1241], [-1.3352, 0.8611, 0.1987], [0.8910, -0.1661, 0.1617], [0.3375, -1.4753, -0.3028], [-2.4435, 1.5472, -0.0905], [-1.3680, -1.8056, 0.0457], [0.5317, 1.9589, 0.4090], [1.8683, -0.0598, -0.3548], [1.0723, -0.2366, 1.1721], [0.4805, -1.6123, -1.3633]], "forces_ev_per_a": [[0.1, 2.8, 0.6], [-1.1, -2.0, -1.8], [-0.2, -2.2, -1.9], [-1.1, -0.1, -1.9], [1.6, -0.4, 1.0], [2.1, 2.9, 0.0], [-1.3, -1.3, -0.9], [-0.8, 0.4, 0.2], [0.9, -0.6, 2.5], [-0.3, 0.6, 2.3]], "lumo_energy_ev": [-0.6, -1.0], "homo_ev": [-8.49, -8.34], "multiplicity": 1, "de_lowest_ev": 4.050, "energy_ev": -18213.9487}